Record 1
Density functional theory data (ωB97M-V with the def2-TZVPD basis set) for a structure of composition C20H40AlK3O19P at a distorted geometry.

The calculation puts the energy above the lowest of the compared OMol25 structures with the same formula, charge and spin at 7.573 eV. Its molar mass is 759.77 g mol⁻¹. As for the spin multiplicity: 1. As for the total charge: +3. The HOMO-LUMO gap is 3.45 eV.

The geometry in XYZ format:
```
84
Properties=species:S:1:pos:R:3:forces:R:3:mulliken_charge:R:1
Al -3.150272 7.605523 0.128372 0.179 -0.086 0.180 1.00
K -8.005890 4.172092 -4.820676 -0.137 0.201 0.138 1.00
K -2.588374 2.783242 -8.683623 0.386 0.037 0.002 1.00
K -5.644815 -1.531626 -4.424863 0.292 -0.246 0.264 0.99
P -2.394664 2.694432 -3.018629 0.003 0.399 -0.332 0.95
O -2.808959 4.030550 -3.784824 0.534 -1.433 1.127 -0.45
O -1.390676 3.310380 -1.971759 -0.945 -0.646 -1.889 -0.39
O -1.986756 1.545465 -3.940962 -0.166 1.499 1.027 -0.62
O -3.695061 2.359641 -2.264612 -0.140 0.216 -0.449 -0.48
C 8.619576 -4.186229 3.705457 3.763 0.665 0.209 -1.26
C 7.239240 -4.285296 3.938457 -2.876 -0.700 0.086 -0.05
O 6.621805 -3.593635 2.846203 -1.449 1.447 -0.813 -0.23
C 5.349009 -3.095232 2.748828 -0.622 -2.636 5.401 0.72
O 4.483506 -3.137236 3.660563 2.527 0.434 -2.666 -0.61
O 5.189466 -2.719496 1.537435 -0.100 1.235 -2.177 -0.29
C 3.882897 -2.439741 1.083157 -1.639 -1.112 -0.041 -0.74
H 9.104757 -4.801276 4.463356 0.292 -0.259 -0.181 0.39
H 8.921328 -3.172422 3.968591 0.515 0.141 -0.693 0.32
H 8.889762 -4.517551 2.702798 0.296 0.261 0.119 0.33
H 7.075222 -3.857682 4.927569 -1.087 -0.280 -0.115 0.28
H 7.030506 -5.344762 3.789918 -1.038 -0.001 0.705 0.23
H 3.143645 -3.006819 1.648858 0.190 0.073 0.559 0.35
H 3.765056 -2.904123 0.104093 0.497 0.610 -0.312 0.29
H 3.538627 -1.406227 1.120697 0.731 0.123 -0.085 0.28
C 11.502317 2.145361 -7.650144 -0.335 0.179 -0.673 -1.05
C 10.966751 1.629860 -6.314279 1.126 0.113 -0.914 -0.18
O 9.661119 2.130628 -6.047364 -0.106 0.772 0.570 -0.28
C 8.550099 1.441486 -6.214603 -0.764 -0.783 0.216 0.69
O 8.415938 0.403784 -6.829912 -0.231 1.084 0.712 -0.56
O 7.582798 2.128103 -5.504912 1.156 -0.123 -0.571 -0.31
C 6.247251 1.662719 -5.394377 0.350 -0.709 -0.505 -0.63
H 12.349369 1.571881 -8.026603 -0.198 -0.396 0.135 0.34
H 11.873498 3.169574 -7.686317 -0.227 0.169 0.668 0.30
H 10.695657 2.126461 -8.382968 0.074 -0.316 -0.183 0.30
H 11.632260 2.036849 -5.552978 -0.418 -0.208 0.399 0.24
H 11.010447 0.540804 -6.301499 -0.350 0.050 0.107 0.34
H 5.805254 2.235975 -4.579444 -0.009 -0.092 -0.197 0.21
H 6.227848 0.593271 -5.184621 0.025 -0.013 0.226 0.32
H 5.712637 1.790122 -6.335674 -0.097 0.274 0.012 0.27
C -1.318370 5.416823 9.919146 -0.120 -0.322 -0.584 -1.06
C -1.139876 5.082063 8.451003 0.825 0.831 -1.913 -0.26
O -1.673582 3.846984 7.920922 -0.906 -1.486 0.238 -0.27
C -1.863161 3.669191 6.616004 -0.449 2.144 -1.828 0.74
O -1.808914 4.599658 5.754555 -0.134 -3.610 2.413 -0.63
O -2.206507 2.336933 6.403411 0.936 1.887 -0.023 -0.28
C -2.485410 1.896798 5.069920 -0.773 0.365 -0.596 -0.62
H -0.557745 6.149258 10.189525 0.335 -0.237 -0.134 0.35
H -1.179657 4.519468 10.522150 -0.348 0.254 0.276 0.32
H -2.236943 5.983682 10.070830 -0.321 -0.696 0.287 0.28
H -0.094172 4.979781 8.160924 0.230 0.405 0.401 0.30
H -1.557159 5.866567 7.819703 0.067 0.165 0.092 0.32
H -2.684907 0.825835 5.106326 0.213 0.147 0.316 0.26
H -1.761050 2.101020 4.281435 0.744 0.077 0.645 0.29
H -3.376604 2.380285 4.669787 -0.317 0.104 0.368 0.25
C -7.991242 5.353200 8.514628 0.099 -1.385 -1.162 -1.15
C -7.781370 5.347327 6.964422 1.709 1.651 0.979 -0.22
O -8.485157 4.316107 6.369724 -1.726 -1.829 -0.853 -0.25
C -8.346178 4.077460 5.061561 0.828 2.206 -0.480 0.77
O -7.591730 4.753154 4.336326 -1.805 -2.241 0.953 -0.62
O -9.240045 3.117625 4.737428 1.158 0.300 -0.230 -0.29
C -9.335520 2.647941 3.385879 -0.248 0.310 -0.188 -0.65
H -7.567857 6.203224 9.049700 -0.054 0.017 -0.395 0.36
H -7.505249 4.436839 8.849630 0.244 0.106 0.332 0.31
H -9.029958 5.180357 8.796217 -0.137 0.498 -0.241 0.32
H -6.743486 5.165078 6.685729 0.374 0.158 0.530 0.29
H -7.976792 6.313936 6.500098 -0.606 0.019 -0.030 0.32
H -8.497510 2.060240 3.011117 0.257 -0.123 0.655 0.28
H -9.435285 3.463980 2.670179 -0.219 0.248 0.236 0.29
H -10.238478 2.037508 3.397189 0.149 0.071 -0.137 0.25
C -2.944985 -5.778158 -8.658816 -1.315 2.006 0.086 -1.14
C -3.196426 -7.245868 -8.732036 1.499 -0.503 -1.017 -0.23
O -3.143599 -7.730799 -7.406889 -0.304 -1.032 0.940 -0.25
C -3.350635 -9.070517 -7.250169 -0.476 -0.415 -3.098 0.72
O -3.605101 -9.803827 -8.224783 0.704 1.486 3.262 -0.55
O -3.215615 -9.350437 -5.957329 -0.352 0.250 -0.765 -0.30
C -3.233234 -10.717134 -5.622781 0.340 -1.846 1.092 -0.68
H -3.949805 -5.356803 -8.628886 -0.085 0.649 0.194 0.25
H -2.465010 -5.264435 -9.491773 0.055 -0.725 -0.418 0.35
H -2.424790 -5.370206 -7.792173 0.100 -0.740 0.276 0.32
H -2.395699 -7.667006 -9.339964 0.036 -0.588 0.201 0.29
H -4.120208 -7.510668 -9.246416 -0.116 0.094 0.289 0.35
H -4.197740 -11.211269 -5.505907 -0.495 0.608 -0.785 0.30
H -2.856293 -10.832914 -4.606606 0.472 0.522 -0.100 0.26
H -2.613127 -11.327133 -6.279645 -0.072 0.258 -0.152 0.31
```
Forces are in eV/Å.

Record 2
Density functional theory data (ωB97M-V with the def2-TZVPD basis set) for a cluster of 2 separate species, C4H13N2O in total.

The calculation puts the energy above the lowest of the compared OMol25 structures with the same formula, charge and spin at 1.482 eV. Its molar mass is 105.16 g mol⁻¹. As for the spin multiplicity: 1. As for the total charge: +1. The HOMO-LUMO gap is 10.47 eV.

The geometry in XYZ format:
```
20
Properties=species:S:1:pos:R:3:forces:R:3:nbo_charge:R:1
C -1.713769 0.223103 1.899086 -0.356 -0.317 -0.122 -0.63
C -1.759634 -1.113272 1.178833 0.026 0.240 -0.224 -0.21
N -1.328943 -0.973875 -0.266615 -0.215 0.129 0.268 -0.73
H -2.303325 0.966096 1.363216 -0.017 0.097 0.016 0.22
H -2.157883 0.103373 2.888415 0.105 0.048 -0.056 0.26
H -0.700100 0.580273 2.011333 0.228 0.128 0.088 0.22
H -1.085918 -1.838797 1.625835 -0.046 -0.048 0.090 0.22
H -2.772801 -1.513408 1.162224 0.100 -0.106 0.107 0.22
H -1.145160 -1.901903 -0.637749 0.098 0.025 -0.201 0.42
H -2.097380 -0.578454 -0.810259 0.080 -0.039 0.000 0.42
O 3.319921 1.494954 -0.258604 0.097 0.134 0.276 -0.49
C 3.075202 0.929862 -1.283971 -0.093 0.162 -0.291 0.42
C 1.744412 0.235372 -1.484846 -0.106 -0.157 0.269 -0.34
N 0.717553 0.734759 -0.553723 0.039 -0.283 -0.116 -0.83
H 3.780952 0.914687 -2.128911 0.114 -0.149 0.032 0.14
H 1.401976 0.318130 -2.509554 -0.050 0.130 -0.196 0.23
H 1.910399 -0.833279 -1.303300 0.013 0.032 -0.014 0.22
H -0.443707 -0.275782 -0.398447 -0.200 -0.183 0.087 0.45
H 1.151251 0.873370 0.356718 0.158 0.102 -0.016 0.41
H 0.406958 1.654791 -0.849679 0.024 0.056 0.005 0.40
```
Forces are in eV/Å.

Record 3
Density functional theory data (ωB97M-V with the def2-TZVPD basis set) for the molecule C3H8Si at a distorted geometry.

The calculation puts the energy above the lowest of the compared OMol25 structures with the same formula, charge and spin at 0.665 eV. Its molar mass is 72.18 g mol⁻¹. As for the spin multiplicity: 1. The HOMO-LUMO gap is 10.71 eV.

The geometry in XYZ format:
```
12
Properties=species:S:1:pos:R:3:forces:R:3:nbo_charge:R:1
C 0.634069 -1.330655 -0.175504 3.298 2.021 -1.348 -0.39
C 0.190546 -0.055836 -0.128977 -1.633 -2.143 1.863 -0.35
C 1.101882 1.005965 0.345502 0.414 0.655 0.268 -0.65
Si -1.710058 -0.001473 -0.071824 1.328 0.069 -1.564 0.84
H 1.751939 -1.521539 -0.283036 -1.057 0.420 0.941 0.17
H 0.181255 -2.154828 -0.599018 -1.880 -1.497 -0.416 0.19
H -2.053864 -1.127780 -1.073533 -0.304 0.684 1.107 -0.14
H 1.129463 1.764803 -0.419246 0.042 0.714 -0.101 0.22
H 2.062883 0.529299 0.338112 0.883 0.141 0.291 0.21
H 0.954306 1.500606 1.351841 -0.324 -0.743 -1.114 0.23
H -2.149811 0.082950 1.309603 -0.374 -0.569 0.439 -0.15
H -2.092612 1.308489 -0.593923 -0.392 0.248 -0.366 -0.18
```
Forces are in eV/Å.